87
Properties=species:S:1:pos:R:3 method="wB97M-V/def2-TZVPD" total_charge=0 multiplicity=4 homo_energy_ev="-5.58 / -7.49" gap_ev="6.15 / 3.90"
Tc -0.241 -0.022 -0.216
C 1.864 -0.154 -1.774
C 1.079 -1.322 -1.801
C -0.289 -0.911 -2.159
Si 1.833 -3.002 -1.451
C -0.290 0.519 -2.284
C 1.077 0.989 -2.005
Si 1.829 2.706 -1.955
H 2.945 -0.139 -1.613
H -1.080 -1.570 -2.516
H -1.082 1.104 -2.751
Cl -5.013 0.146 1.653
C 3.695 2.638 -1.867
C 1.317 3.767 -3.406
C 3.697 -2.913 -1.366
C 1.330 -4.302 -2.699
H 1.977 3.519 -4.250
H 1.441 4.837 -3.186
H 0.281 3.593 -3.718
H 4.007 2.103 -0.961
H 4.125 3.648 -1.847
H 4.087 2.112 -2.747
H 1.971 -4.180 -3.584
H 0.286 -4.210 -3.016
H 1.489 -5.315 -2.306
H 4.093 -2.548 -2.323
H 4.131 -3.902 -1.166
H 4.002 -2.224 -0.567
C 1.152 3.306 -0.295
C 1.150 -3.309 0.284
P -0.492 2.613 0.048
H 1.094 4.403 -0.324
H 1.848 2.991 0.506
P -0.494 -2.566 0.499
H 1.844 -2.864 1.022
H 1.090 -4.395 0.442
C -0.999 -3.086 2.225
C -1.583 -3.685 -0.593
C -1.580 3.526 -1.223
C -0.996 3.426 1.658
C -0.807 2.460 2.814
H -2.069 3.602 1.491
C -0.276 4.730 1.999
H 0.787 4.548 2.213
H -0.748 5.100 2.918
H -0.363 5.507 1.232
H -1.262 1.481 2.642
H -1.271 2.891 3.707
H 0.258 2.325 3.029
H -1.136 3.233 -2.189
C -1.546 5.055 -1.107
C -3.014 2.995 -1.140
H -0.536 5.491 -1.123
H -2.075 5.395 -0.203
H -2.084 5.446 -1.983
H -3.091 1.946 -1.449
H -3.637 3.603 -1.808
H -3.415 3.076 -0.118
H -1.140 -3.562 -1.595
C -3.018 -3.148 -0.599
C -1.549 -5.171 -0.215
H -0.539 -5.605 -0.161
H -2.092 -5.706 -1.007
H -2.072 -5.350 0.737
H -3.094 -2.162 -1.071
H -3.421 -3.066 0.421
H -3.638 -3.856 -1.163
C -0.812 -1.932 3.194
C -0.278 -4.310 2.789
H -2.071 -3.291 2.090
H 0.785 -4.092 2.969
H -0.364 -5.209 2.169
H -0.750 -4.515 3.758
H 0.252 -1.759 3.382
H -1.275 -2.201 4.148
H -1.270 -1.000 2.853
C -2.206 0.028 0.274
H -3.011 -0.032 -0.481
H -2.473 -0.774 0.984
H -2.466 0.941 0.840
Cl 3.435 1.770 3.222
C 2.473 0.271 3.181
Cl 3.424 -1.205 3.486
Cl 1.186 0.388 4.450
C 2.044 0.142 1.711
O 2.884 0.057 0.813
O 0.750 0.135 1.529

89
Properties=species:S:1:pos:R:3 method="wB97M-V/def2-TZVPD" relative_energy_kj_mol=0.0 total_charge=-2 multiplicity=1 homo_energy_ev=0.56 gap_ev=3.40
Pd -0.641 1.491 0.185
C 5.467 0.744 1.343
N 4.897 0.446 0.054
C 5.746 0.313 -1.102
C 4.771 0.634 -2.247
O 5.089 0.541 -3.421
N 3.580 1.026 -1.721
C 3.697 0.977 -0.397
N 2.810 1.426 0.475
H 6.227 -0.003 1.578
H 4.713 0.689 2.125
H 5.933 1.739 1.371
H 6.156 -0.693 -1.215
H 6.572 1.034 -1.101
H 1.789 1.394 0.307
H 2.898 1.073 1.419
C -1.271 1.104 -3.016
N -0.947 2.479 -2.664
C 0.430 2.786 -3.013
C -1.346 2.744 -1.293
S -0.344 3.717 -0.222
N -2.797 2.954 -1.318
C -3.176 4.112 -2.108
C -3.417 3.028 -0.008
H -0.685 0.374 -2.438
H -1.073 0.947 -4.080
H -2.335 0.919 -2.824
H 0.557 2.594 -4.084
H 1.166 2.181 -2.475
H 0.637 3.837 -2.814
H -2.741 4.031 -3.102
H -2.821 5.048 -1.641
H -4.267 4.161 -2.192
H -3.108 2.174 0.598
H -4.509 3.017 -0.127
H -3.131 3.938 0.542
O -1.978 -0.504 -0.294
S -3.162 -1.307 -0.677
C -4.162 -1.472 0.842
C -5.120 -0.288 0.887
C -5.616 -0.107 -0.546
C -4.368 -0.140 -1.420
H -3.443 -1.500 1.661
H -4.686 -2.429 0.782
H -4.577 0.605 1.215
H -5.938 -0.461 1.590
H -6.164 0.827 -0.685
H -6.290 -0.929 -0.809
H -3.827 0.812 -1.412
H -4.553 -0.428 -2.454
C -3.468 -5.420 -0.063
Ge -1.965 -5.511 1.198
C -2.042 -7.279 2.076
C -2.105 -4.131 2.561
C -0.308 -5.438 0.158
Se -0.092 -3.778 -0.856
C 0.678 -2.716 0.576
H -4.416 -5.352 0.474
H -3.494 -6.310 -0.696
H -3.358 -4.545 -0.705
H -2.969 -7.391 2.641
H -1.207 -7.393 2.769
H -1.989 -8.084 1.339
H -3.057 -4.225 3.086
H -2.043 -3.125 2.149
H -1.303 -4.206 3.296
H -0.308 -6.261 -0.560
H 0.569 -5.562 0.796
H 0.073 -2.786 1.475
H 0.683 -1.668 0.284
H 1.690 -3.064 0.778
C -2.274 0.777 2.885
C -1.245 -0.197 3.375
C -1.529 -0.995 4.463
C -0.594 -1.851 5.062
C 0.705 -1.824 4.532
C 1.057 -1.038 3.459
C 2.489 -0.966 3.024
C 0.080 -0.211 2.712
N 0.428 0.458 1.657
H -3.229 0.630 3.406
H -2.432 0.676 1.808
H -1.955 1.816 3.035
H -2.535 -0.941 4.884
H -0.851 -2.467 5.916
H 1.482 -2.426 5.007
H 3.113 -1.660 3.597
H 2.885 0.051 3.181
H 2.601 -1.176 1.956

88
Properties=species:S:1:pos:R:3 method="wB97M-V/def2-TZVPD" total_charge=+4 multiplicity=1 homo_energy_ev=-19.69 gap_ev=6.87
Pt 0.050 0.467 -0.174
C 3.341 -1.956 1.061
N 3.809 -1.860 -0.324
C 5.217 -1.451 -0.457
C 2.966 -1.985 -1.333
N 1.599 -1.813 -1.058
C 0.782 -2.790 -1.075
C 1.154 -4.192 -1.259
C 0.221 -5.120 -1.486
C -1.194 -4.743 -1.561
C -1.626 -3.492 -1.315
C -0.696 -2.444 -0.959
N -1.090 -1.251 -0.607
C -2.501 -0.996 -0.594
N -3.234 -1.510 0.373
C -2.656 -2.124 1.578
C -4.683 -1.753 0.248
N -2.970 -0.249 -1.580
C -4.181 0.578 -1.472
C -2.249 -0.156 -2.861
N 3.322 -2.194 -2.591
C 4.595 -2.812 -2.999
C 2.420 -1.904 -3.714
H 4.142 -2.381 1.663
H 2.472 -2.602 1.147
H 3.104 -0.960 1.441
H 5.411 -0.700 0.307
H 5.400 -1.002 -1.427
H 5.891 -2.291 -0.298
H 2.205 -4.451 -1.227
H 0.495 -6.156 -1.638
H -1.917 -5.509 -1.813
H -2.685 -3.280 -1.370
H -1.646 -1.775 1.749
H -2.677 -3.211 1.482
H -3.282 -1.847 2.425
H -5.020 -1.617 -0.773
H -5.247 -1.109 0.921
H -4.862 -2.789 0.535
H -4.458 0.720 -0.431
H -5.016 0.151 -2.025
H -3.955 1.551 -1.907
H -1.939 -1.139 -3.208
H -1.379 0.498 -2.783
H -2.934 0.252 -3.600
H 5.069 -3.317 -2.164
H 5.275 -2.081 -3.434
H 4.361 -3.557 -3.759
H 1.616 -1.242 -3.404
H 2.007 -2.827 -4.125
H 2.998 -1.413 -4.494
C 2.982 1.735 4.278
C 1.945 0.845 4.956
C 1.218 -0.081 3.980
S 0.184 0.865 2.847
O -0.179 -0.197 1.720
C -1.307 0.978 3.857
C -2.329 2.004 3.392
C -2.821 1.806 1.962
H 3.541 2.297 5.024
H 2.526 2.461 3.601
H 3.703 1.142 3.710
H 1.234 1.446 5.527
H 2.426 0.198 5.691
H 0.568 -0.810 4.467
H 1.924 -0.607 3.336
H -0.928 1.234 4.849
H -1.704 -0.039 3.896
H -1.927 3.009 3.523
H -3.171 1.922 4.082
H -2.027 2.012 1.236
H -3.651 2.481 1.759
H -3.168 0.780 1.806
S 1.116 2.006 -1.231
C 0.274 3.582 -1.435
N -1.024 3.711 -1.284
C -1.725 4.993 -1.511
C -0.768 6.139 -1.220
C 0.525 5.959 -1.994
N 1.041 4.590 -1.767
H -1.537 2.889 -1.006
H -2.585 5.022 -0.845
H -2.083 5.021 -2.541
H -0.561 6.188 -0.150
H -1.232 7.081 -1.506
H 1.291 6.656 -1.662
H 0.380 6.094 -3.066
H 2.027 4.421 -1.912

81
Properties=species:S:1:pos:R:3 method="wB97M-V/def2-TZVPD" total_charge=+1 multiplicity=7 homo_energy_ev="-8.57 / -8.97" gap_ev="6.29 / 2.94"
Tb -2.592 0.259 1.070
C -2.582 2.984 1.367
C -3.036 2.757 0.054
C -4.388 1.522 1.497
C -3.381 2.222 2.271
C -4.136 1.854 0.089
C -1.402 3.823 1.738
H -0.647 3.840 0.941
H -0.904 3.442 2.645
H -1.699 4.866 1.935
C -2.979 2.015 3.693
H -2.248 2.789 3.955
H -2.507 1.038 3.924
H -3.844 2.133 4.359
C -4.929 0.206 1.949
H -5.657 0.455 2.737
H -4.195 -0.500 2.475
H -5.412 -0.371 1.155
C -4.462 0.979 -1.073
H -5.447 1.266 -1.465
H -4.498 -0.113 -0.847
H -3.739 1.090 -1.896
C -2.337 3.284 -1.161
H -3.000 3.905 -1.796
H -1.906 2.497 -1.802
H -1.509 3.929 -0.855
C 2.064 0.807 0.915
C 1.926 2.065 0.463
C 1.443 2.565 -0.878
C 1.362 1.527 -2.013
C 0.315 0.467 -1.968
C 0.336 -0.764 -1.424
C 1.106 -1.317 -0.274
C 2.311 -0.430 0.141
H 2.187 3.323 -1.167
H 2.376 1.118 -2.250
H 0.479 3.109 -0.792
H 2.875 -0.135 -0.796
H 2.015 0.688 2.005
H 1.935 2.848 1.225
H 2.987 -1.074 0.729
H 0.485 -1.574 0.618
H -0.465 -1.419 -1.772
H 1.498 -2.297 -0.633
H 1.072 2.118 -2.900
H -0.611 0.662 -2.548
P 3.745 -0.689 -2.353
C 5.238 -0.902 -1.344
C 4.288 0.330 -3.747
P 1.537 -2.406 -3.593
C 3.314 -2.354 -2.960
C 1.948 -1.809 -5.300
C 1.590 -4.196 -4.049
H 5.088 -1.690 -0.588
H 5.451 0.030 -0.798
H 6.089 -1.152 -1.991
H 5.229 -0.093 -4.148
H 4.483 1.356 -3.388
H 3.530 0.412 -4.541
H 2.487 -4.368 -4.661
H 0.672 -4.438 -4.593
H 1.638 -4.779 -3.120
H 3.408 -3.097 -2.144
H 4.015 -2.587 -3.795
H 1.105 -2.065 -5.960
H 2.861 -2.332 -5.632
H 2.081 -0.724 -5.343
C 0.168 -0.774 4.923
Si -1.116 -1.662 3.850
C -0.401 -3.367 3.453
C -2.727 -1.831 4.855
O -1.383 -0.728 2.541
H 0.289 -1.287 5.891
H -0.149 0.265 5.098
H 1.133 -0.767 4.399
H -0.204 -3.887 4.404
H -1.077 -3.992 2.853
H 0.555 -3.275 2.918
H -3.112 -0.841 5.138
H -3.514 -2.369 4.300
H -2.527 -2.387 5.786